1.
# C6H9N2OS

A molecular structure, C6H9N2OS (the ωB97M-V functional and the def2-TZVPD basis, the Open Molecules 2025 dataset).

The multiplicity is 1. For the orbital gap (spin up / spin down), the calculation gives 6.13 / 6.85 eV. Its LUMO energy (spin up / spin down) is -6.717 / -6.235 eV. The value obtained for the energy above the lowest of the compared OMol25 structures with the same formula, charge and spin is 71.78 kcal/mol. The value obtained for the HOMO energy (spin up / spin down) is -12.8 / -13.1 eV. As for the total charge: +1. As for the total energy: -816.56149 hartree.

Each line ends with the Löwdin charge.
CARTESIAN COORDINATES (ANGSTROEM)
S: -0.6758 -0.6324 -3.8813  0.906
O: 0.2055 1.9346 -1.5469  0.092
N: -0.6447 -0.8345 -0.0541  -0.063
N: -1.2856 -0.9980 -1.1792  0.126
C: -0.7598 -0.4900 -2.2784  -0.664
C: 0.6076 0.6953 -1.5519  -0.200
C: 0.5886 -0.0590 -0.1966  -0.165
C: 0.6441 0.6653 1.1496  -0.094
C: -1.0870 -0.9477 1.3284  -0.047
C: 0.2087 -0.4727 2.0644  -0.107
H: -1.3887 -1.8818 1.6319  0.108
H: -0.0555 1.4359 1.2452  0.117
H: 0.5379 2.5165 -2.3191  0.203
H: -0.1567 -0.1034 3.0254  0.135
H: -1.8871 -0.1696 1.3601  0.164
H: 1.3963 0.4659 -2.1779  0.110
H: 1.2587 -0.8785 -0.1508  0.163
H: 1.5562 0.9976 1.4449  0.101
H: 0.9374 -1.2436 2.0862  0.115

Cartesian forces, eV/Å:
-0.4 0.0 1.3
0.1 2.6 -1.0
-0.4 0.6 -3.3
-0.8 -0.7 0.9
1.4 0.5 0.4
-1.9 -1.9 1.1
-0.4 1.1 0.6
-1.1 -2.2 -0.5
0.8 2.8 -0.5
-2.7 1.1 -0.4
-1.0 -2.2 0.2
-1.1 1.4 -0.3
-0.6 -1.6 1.7
0.7 -0.3 0.2
0.3 -0.7 0.7
1.7 -0.5 -1.2
1.8 -0.3 -0.6
2.9 1.1 0.4
0.6 -0.8 0.5

2.
# C6H9N2OS

A molecular structure, C6H9N2OS (the ωB97M-V functional and the def2-TZVPD basis, the Open Molecules 2025 dataset).

The multiplicity is 3. For the orbital gap (spin up / spin down), the calculation gives 8.15 / 7.06 eV. Its LUMO energy (spin up / spin down) is -3.270 / -7.811 eV. The value obtained for the energy above the lowest of the compared OMol25 structures with the same formula, charge and spin is 32.53 kcal/mol. The value obtained for the HOMO energy (spin up / spin down) is -11.4 / -14.9 eV. The expectation value of S² is 2.011. As for the total charge: +1. As for the total energy: -816.53424 hartree.

Each line ends with the Löwdin charge.
CARTESIAN COORDINATES (ANGSTROEM)
S: 1.0204 1.8437 -0.5570  1.234
O: -0.1826 1.9530 0.5022  -0.273
N: 2.4538 1.4599 0.1984  -0.106
N: -0.6524 -0.2294 0.6200  0.206
C: -0.9444 0.9149 1.0087  -0.473
C: 0.9642 0.2355 -1.4374  -0.365
C: 2.9929 0.4357 -0.3488  -0.194
C: -2.0363 1.3605 1.9080  0.027
C: -0.1089 -0.1427 -2.3625  -0.053
C: 2.1915 -0.3011 -1.2850  -0.005
H: -1.6280 1.8753 2.7766  0.105
H: -2.6008 0.4880 2.2362  0.100
H: -1.1639 -1.0266 0.9708  0.107
H: 4.0086 0.1904 -0.0797  0.131
H: 2.5432 -1.1994 -1.7560  0.143
H: -0.2620 -1.2195 -2.3183  0.107
H: 0.1793 0.0950 -3.3895  0.113
H: -1.0468 0.3575 -2.1393  0.090
H: -2.7031 2.0483 1.3881  0.105

Cartesian forces, eV/Å:
0.4 -0.9 -1.1
-0.5 0.8 0.5
-2.0 2.7 0.9
0.9 -0.7 -0.5
-0.2 -0.8 0.2
-4.5 3.6 -0.2
0.8 -3.5 -2.2
-0.1 0.1 0.2
-0.1 0.0 0.1
5.4 -1.1 2.4
0.0 0.0 0.0
0.0 0.1 0.0
-0.3 0.2 0.2
0.0 -0.2 0.0
0.0 -0.2 -0.2
-0.1 -0.1 0.0
0.0 0.1 -0.2
0.0 0.0 0.0
0.0 0.0 0.0

3.
# C6H9N2S

A gas-phase ion, C6H9N2S (charge +1) (the ωB97M-V functional and the def2-TZVPD basis, the Open Molecules 2025 dataset).

The multiplicity is 1. For the orbital gap (spin up / spin down), the calculation gives 6.50 / 7.36 eV. Its LUMO energy (spin up / spin down) is -7.225 / -6.008 eV. The value obtained for the energy above the lowest of the compared OMol25 structures with the same formula, charge and spin is 96.10 kcal/mol. The value obtained for the HOMO energy (spin up / spin down) is -13.7 / -13.4 eV. As for the total charge: +1. As for the total energy: -741.30786 hartree.

Each line ends with the Löwdin charge.
CARTESIAN COORDINATES (ANGSTROEM)
S: 3.2953 0.4993 -0.4834  0.858
N: 0.6446 0.1799 -0.1423  -0.097
N: -0.7715 1.4892 0.7625  0.167
C: 2.3291 -1.5888 0.7434  -0.080
C: -0.5277 -0.0935 -0.7325  0.045
C: -1.4553 0.7170 -0.1337  -0.214
C: 0.5117 1.0673 0.8145  0.142
C: 1.8788 -0.5618 -0.3360  -0.707
C: -2.8816 0.8414 -0.4392  0.007
H: -3.6306 0.9493 0.3353  0.106
H: 1.5593 -2.2926 1.0109  0.094
H: -3.3041 -0.0207 -0.8302  0.075
H: -3.1746 1.5944 -1.0805  0.075
H: 2.9716 -2.3156 0.3521  0.072
H: -0.9785 2.2990 1.3262  0.185
H: 2.7309 -0.9977 1.5144  0.053
H: 1.6329 -1.0231 -1.2291  0.087
H: -0.8303 -0.7432 -1.4525  0.132

Cartesian forces, eV/Å:
-0.1 0.4 -0.1
2.5 -0.9 1.3
2.1 0.5 1.3
-2.1 0.6 -1.1
-2.1 2.3 2.1
-0.3 0.4 -0.4
-1.7 0.4 -0.7
1.0 -0.2 0.3
-0.9 -0.3 1.6
0.7 0.4 1.3
-1.1 0.5 0.7
0.0 -2.1 -1.3
0.1 1.9 -1.7
1.8 -0.3 -0.9
-1.1 0.0 -0.1
0.5 0.0 1.5
0.4 -1.4 -2.0
0.3 -2.2 -1.9

4.
# C6H9N3

A single C6H9N3 molecule (the ωB97M-V functional and the def2-TZVPD basis, the Open Molecules 2025 dataset).

The multiplicity is 1. For the orbital gap, the calculation gives 10.01 eV. Its SMILES is [H]/N=C\N=C/N1C[C@H]1C=C. Its LUMO energy is 0.704 eV. The value obtained for the energy above the lowest of the compared OMol25 structures with the same formula, charge and spin is 64.76 kcal/mol. The value obtained for the HOMO energy is -9.3 eV. As for the total charge: 0. As for the total energy: -398.17224 hartree.

Each line ends with the Löwdin charge.
CARTESIAN COORDINATES (ANGSTROEM)
N: -1.1008 -0.0236 -0.7472  -0.052
N: -1.4051 0.1610 1.5789  0.083
N: -0.6709 -1.8404 2.6235  0.101
C: -1.1659 -1.2541 1.6119  -0.311
C: 0.2306 -0.4663 -1.0336  -0.272
C: -1.4130 0.6610 0.4229  -0.212
C: 1.3787 -0.1703 -0.2142  -0.142
C: 2.2165 0.8746 -0.4243  0.052
C: -0.4249 0.7194 -1.7932  -0.062
H: -1.5564 1.7514 0.3371  0.134
H: -0.5303 -1.1420 3.3603  0.047
H: 0.2506 -1.4598 -1.4596  0.142
H: 1.9801 1.7557 -1.0917  0.077
H: -1.5105 -1.7613 0.7962  0.078
H: 1.4963 -0.9250 0.5130  0.086
H: 3.1168 1.0469 0.1240  0.043
H: -0.7420 0.3283 -2.8005  0.118
H: -0.1499 1.7445 -1.8034  0.092

Cartesian forces, eV/Å:
-1.0 1.5 0.3
-0.1 -1.2 0.6
-0.4 0.1 -0.4
0.6 2.1 3.0
-0.5 1.7 -1.5
0.7 0.9 -0.1
1.6 2.0 -0.2
-1.6 0.1 -0.2
-0.6 -4.2 -2.3
-0.3 -0.5 -0.2
0.2 -0.1 -0.2
0.0 0.0 -0.4
0.1 -1.5 0.4
-0.7 -1.7 -2.2
1.0 -0.6 1.0
0.4 -0.3 0.6
0.1 1.0 1.0
0.4 0.6 0.8

5.
# C6H9N3O

A single C6H9N3O molecule (the ωB97M-V functional and the def2-TZVPD basis, the Open Molecules 2025 dataset).

The multiplicity is 1. For the orbital gap, the calculation gives 8.47 eV. Its SMILES is [H]/N=C(\O)c1cc(N)n(C)c1. Its LUMO energy is 0.582 eV. The value obtained for the energy above the lowest of the compared OMol25 structures with the same formula, charge and spin is 38.86 kcal/mol. The value obtained for the HOMO energy is -7.9 eV. As for the total charge: 0. As for the total energy: -473.48780 hartree.

Each line ends with the Löwdin charge.
CARTESIAN COORDINATES (ANGSTROEM)
O: 2.8037 -1.0550 -1.2392  -0.054
N: 3.4450 0.8173 -0.1974  0.108
N: -0.9252 0.6670 0.4018  -0.107
N: -2.0956 -1.3646 -0.0737  0.115
C: -0.9642 -0.7069 0.4084  -0.344
C: -2.0732 1.5099 0.1369  -0.022
C: 2.5250 -0.0451 -0.1542  -0.375
C: 1.1858 -0.0315 0.4145  -0.188
C: 0.3247 -1.1712 0.5896  -0.003
C: 0.3738 1.0873 0.4641  -0.021
H: 2.1387 -1.7519 -1.2221  0.058
H: -2.8087 1.4343 0.9497  0.092
H: 4.0741 0.4137 -1.0592  0.132
H: -2.5504 1.2124 -0.8057  0.094
H: -1.7424 2.5492 0.0522  0.092
H: -2.9544 -1.1098 0.4060  0.087
H: 0.6315 2.1391 0.3822  0.133
H: 0.6075 -2.2220 0.5994  0.110
H: -1.9957 -2.3723 -0.0533  0.094

Cartesian forces, eV/Å:
-1.4 0.5 2.2
1.2 -0.9 -1.5
-0.3 -0.1 0.1
-0.6 -0.1 0.7
0.8 0.1 0.0
-0.1 0.1 0.1
1.8 -0.7 -3.0
-0.4 -0.1 0.9
-0.3 -0.1 -1.2
0.6 -0.1 -0.9
-0.2 -0.1 0.0
0.1 0.1 -0.2
-1.5 1.6 2.8
0.1 0.0 0.2
-0.1 -0.2 0.1
0.1 -0.1 -0.1
-0.1 -0.3 0.0
0.0 0.3 -0.1
0.1 0.2 0.0